This record from the OMol25 dataset describes a molecular structure, C24H24AsF6N2PPd. The level of theory is the ωB97M-V functional and the def2-TZVPD basis.

Structure (XYZ):
```
59
Properties=species:S:1:pos:R:3:mulliken_spin:R:1
Pd -0.49 0.46 1.28 0.780
N -0.95 0.90 3.34 0.038
C 0.30 1.28 4.05 0.001
C 1.39 0.29 3.64 -0.011
N 1.55 0.38 2.17 0.200
H -1.58 1.70 3.29 -0.004
H -1.41 0.17 3.86 0.003
H 0.15 1.28 5.13 0.001
H 0.56 2.29 3.75 -0.001
H 1.08 -0.73 3.88 0.001
H 2.32 0.49 4.17 0.006
H 2.18 -0.32 1.79 -0.015
H 1.92 1.29 1.91 -0.009
C -1.01 2.26 -4.58 0.000
C 0.29 1.79 -4.46 0.000
C 0.68 1.12 -3.30 0.000
C -0.25 0.93 -2.27 -0.018
C -1.55 1.40 -2.41 -0.001
C -1.93 2.07 -3.56 0.003
P 0.16 -0.09 -0.86 -0.021
C 1.96 -0.27 -0.78 -0.013
C 2.55 -1.52 -0.62 0.002
C 3.92 -1.63 -0.45 0.000
C 4.71 -0.49 -0.45 -0.002
C 4.13 0.76 -0.61 0.000
C 2.76 0.88 -0.77 0.003
C -0.55 -1.70 -1.13 0.023
C -0.51 -2.41 -2.30 -0.002
C -1.11 -3.68 -2.35 -0.001
C -1.77 -4.18 -1.25 0.001
C -1.87 -3.44 -0.05 0.015
C -2.63 -3.88 1.05 0.004
C -2.78 -3.08 2.13 0.001
C -2.14 -1.82 2.20 -0.017
C -1.36 -1.35 1.17 -0.041
C -1.23 -2.17 0.01 0.025
H -1.31 2.79 -5.48 0.000
H 1.00 1.93 -5.26 0.000
H 1.69 0.75 -3.22 0.000
H -2.27 1.25 -1.61 0.007
H -2.94 2.44 -3.66 0.000
H 1.94 -2.42 -0.63 0.001
H 4.38 -2.60 -0.33 0.000
H 5.78 -0.57 -0.32 0.000
H 4.75 1.65 -0.61 0.000
H 2.31 1.86 -0.90 0.001
H -0.02 -2.01 -3.18 0.000
H -1.08 -4.26 -3.26 0.000
H -2.26 -5.14 -1.30 0.000
H -3.11 -4.85 1.00 0.000
H -3.39 -3.39 2.97 -0.001
H -2.34 -1.25 3.10 -0.002
F -0.04 2.70 1.25 0.015
As -1.56 3.63 0.84 0.009
F -0.75 5.08 1.24 0.000
F -0.99 3.70 -0.77 0.001
F -3.05 4.34 0.45 0.001
F -2.23 2.00 0.53 0.017
F -2.03 3.41 2.50 0.000
```

Computed properties:
LUMO energy (alpha / beta) (eV): -3.978 / -4.871
Energy above the lowest of the compared OMol25 structures with the same formula, charge and spin (kcal per mole): 0.00
Frontier orbital gap (alpha / beta) (eV): 7.545 / 6.636
Multiplicity: 2
Calculated total energy (Eh): -4342.61280
Total charge: +1